(1)
Here is an isolated molecule of C3H5NS2 from the OMol25 dataset. Energies are from ωB97M-V/def2-TZVPD.

Properties
- Highest occupied orbital energy: -8.41 eV
- HOMO-LUMO gap: 8.004 eV
- SMILES string: N/C=C\C(=S)S
- LUMO: -0.41 eV

Geometry as ORCA input:
```
! wB97M-V def2-TZVPD RIJCOSX def2/J DEFGRID3
* xyz 0 1
N -1.178 0.770 -0.924
C 0.049 1.030 -0.382
C 0.881 0.290 0.392
C 0.740 -1.091 0.940
S 1.324 -1.534 2.415
S -0.372 -2.229 0.156
H -1.677 1.625 -1.182
H -1.703 0.084 -0.344
H 0.580 1.912 -0.763
H 1.807 0.722 0.729
H -0.451 -1.579 -1.037
*
```

Mulliken population analysis, charges in e, atoms 1 to 8:
1 N -0.491
2 C 0.093
3 C -0.638
4 C 0.257
5 S -0.264
6 S -0.228
7 H 0.266
8 H 0.217

(2)
Here is the ion C6H11N2O with charge +1 from the OMol25 dataset. Energies are from ωB97M-V/def2-TZVPD.

Properties
- Highest occupied orbital energy (alpha / beta): -12.72 / -12.73 eV
- HOMO-LUMO gap (alpha / beta): 7.806 / 7.816 eV
- LUMO (alpha / beta): -4.92 / -4.91 eV

Geometry as ORCA input:
```
! wB97M-V def2-TZVPD RIJCOSX def2/J DEFGRID3
* xyz 1 1
C -1.607 -1.054 -0.145
C -0.313 -1.628 -0.130
C 0.451 0.320 0.906
C -2.895 0.888 0.421
C 2.015 -1.437 0.491
C 1.581 1.833 -0.554
N -1.699 0.183 0.170
N 0.684 -0.876 0.306
O 0.924 1.447 0.671
H -2.462 -1.681 -0.388
H -0.134 -2.662 -0.371
H -2.878 1.825 -0.140
H -3.785 0.305 0.168
H -2.933 1.153 1.480
H 2.118 -2.333 -0.118
H 2.780 -0.714 0.208
H 2.171 -1.704 1.538
H 1.731 0.985 -1.221
H 2.529 2.299 -0.283
H 0.943 2.576 -1.033
*
```

Mulliken population analysis, charges in e, atoms 1 to 8:
1 C 0.164
2 C -0.453
3 C 0.263
4 C -0.869
5 C -0.876
6 C -0.636
7 N -0.195
8 N 0.164

(3)
Here is a structure of composition C39H27N4O6PrS from the OMol25 dataset. Energies are from ωB97M-V/def2-TZVPD.

Properties
- Highest occupied orbital energy (alpha / beta): -6.99 / -7.00 eV
- Expectation value of S²: 2.002
- HOMO-LUMO gap (alpha / beta): 6.971 / 6.990 eV
- LUMO (alpha / beta): -0.02 / -0.01 eV

Geometry as ORCA input:
```
! wB97M-V def2-TZVPD RIJCOSX def2/J DEFGRID3
* xyz 0 3
Pr -0.592 0.543 1.244
C 1.773 -3.505 2.437
C 1.045 -2.300 2.434
N 0.465 -1.827 1.360
C 0.549 -2.502 0.183
C 1.329 -3.668 0.075
C 1.929 -4.165 1.253
C 1.495 -4.287 -1.190
C 0.883 -3.727 -2.273
C 0.057 -2.590 -2.161
C -0.179 -1.968 -0.945
N -0.950 -0.855 -0.709
C -1.937 -0.474 -1.600
C -2.727 -1.309 -2.370
C -3.739 -0.798 -3.206
C -3.981 0.543 -3.316
C -3.200 1.441 -2.551
C -3.345 2.847 -2.620
C -2.549 3.662 -1.872
C -1.611 3.067 -1.003
N -1.454 1.770 -0.915
C -2.207 0.936 -1.693
H 2.220 -3.862 3.354
H 0.948 -1.714 3.341
H 2.518 -5.073 1.195
H 2.104 -5.177 -1.275
H 1.010 -4.162 -3.257
H -0.413 -2.212 -3.058
H -2.584 -2.380 -2.320
H -4.331 -1.503 -3.777
H -4.752 0.927 -3.971
H -4.100 3.264 -3.277
H -2.640 4.738 -1.900
H -0.996 3.678 -0.351
O 1.747 0.502 -0.338
C 2.745 1.057 0.537
C 1.732 1.534 1.618
O 1.450 0.767 2.570
O 0.914 2.421 1.253
C 3.462 2.228 -0.117
C 2.770 3.020 -1.031
C 3.389 4.108 -1.626
C 4.701 4.427 -1.307
C 5.393 3.643 -0.398
C 4.779 2.547 0.191
C 3.673 -0.027 1.045
C 4.287 0.084 2.288
C 5.176 -0.886 2.723
C 5.458 -1.986 1.923
C 4.841 -2.109 0.690
C 3.953 -1.134 0.255
H 2.081 0.330 -1.227
H 1.740 2.790 -1.264
H 2.838 4.712 -2.334
H 5.179 5.280 -1.770
H 6.420 3.874 -0.146
H 5.341 1.936 0.885
H 4.063 0.923 2.934
H 5.646 -0.786 3.693
H 6.153 -2.741 2.268
H 5.039 -2.969 0.062
H 3.469 -1.272 -0.704
O -4.706 2.386 3.369
S -4.079 2.031 2.129
O -3.795 3.055 1.164
N -2.714 1.144 2.437
C -2.986 -0.178 2.312
O -2.080 -1.009 2.521
C -4.305 -0.474 1.677
C -4.812 -1.693 1.262
C -6.026 -1.690 0.589
C -6.708 -0.501 0.343
C -6.200 0.723 0.766
C -4.987 0.693 1.424
H -4.263 -2.608 1.439
H -6.448 -2.623 0.241
H -7.649 -0.533 -0.190
H -6.718 1.652 0.575
*
```

Mulliken population analysis, charges in e, atoms 1 to 8:
1 Pr 0.253
2 C -0.964
3 C -0.251
4 N 0.400
5 C 0.437
6 C 1.304
7 C -0.603
8 C -1.145

(4)
Here is the ion C3H8NO2 with charge -1 from the OMol25 dataset. Energies are from ωB97M-V/def2-TZVPD.

Properties
- Highest occupied orbital energy: -2.18 eV
- HOMO-LUMO gap: 6.234 eV
- SMILES string: N[C@@H](C[O-])CO
- LUMO: 4.06 eV

Geometry as ORCA input:
```
! wB97M-V def2-TZVPD RIJCOSX def2/J DEFGRID3
* xyz -1 1
N -0.863 -1.167 -0.904
C 0.032 -0.386 -0.078
C 1.236 0.280 -1.032
O 2.219 0.793 -0.274
C -0.664 0.604 0.809
O -1.739 0.003 1.571
H -0.493 -1.900 -1.480
H -1.441 -0.492 -1.386
H 0.745 -0.978 0.544
H 1.367 -0.558 -1.765
H 0.766 1.167 -1.540
H 0.006 1.017 1.551
H -1.050 1.399 0.154
H -1.451 -0.881 1.809
*
```

Mulliken population analysis, charges in e, atoms 1 to 8:
1 N -0.531
2 C 0.034
3 C -0.500
4 O -0.867
5 C -0.475
6 O -0.527
7 H 0.241
8 H 0.215

Number 4 is which compound?
C3H8NO2

Repeat the third record exactly.
Here is a structure of composition C39H27N4O6PrS from the OMol25 dataset. Energies are from ωB97M-V/def2-TZVPD.

Properties
- Highest occupied orbital energy (alpha / beta): -6.99 / -7.00 eV
- Expectation value of S²: 2.002
- HOMO-LUMO gap (alpha / beta): 6.971 / 6.990 eV
- LUMO (alpha / beta): -0.02 / -0.01 eV

Geometry as ORCA input:
```
! wB97M-V def2-TZVPD RIJCOSX def2/J DEFGRID3
* xyz 0 3
Pr -0.592 0.543 1.244
C 1.773 -3.505 2.437
C 1.045 -2.300 2.434
N 0.465 -1.827 1.360
C 0.549 -2.502 0.183
C 1.329 -3.668 0.075
C 1.929 -4.165 1.253
C 1.495 -4.287 -1.190
C 0.883 -3.727 -2.273
C 0.057 -2.590 -2.161
C -0.179 -1.968 -0.945
N -0.950 -0.855 -0.709
C -1.937 -0.474 -1.600
C -2.727 -1.309 -2.370
C -3.739 -0.798 -3.206
C -3.981 0.543 -3.316
C -3.200 1.441 -2.551
C -3.345 2.847 -2.620
C -2.549 3.662 -1.872
C -1.611 3.067 -1.003
N -1.454 1.770 -0.915
C -2.207 0.936 -1.693
H 2.220 -3.862 3.354
H 0.948 -1.714 3.341
H 2.518 -5.073 1.195
H 2.104 -5.177 -1.275
H 1.010 -4.162 -3.257
H -0.413 -2.212 -3.058
H -2.584 -2.380 -2.320
H -4.331 -1.503 -3.777
H -4.752 0.927 -3.971
H -4.100 3.264 -3.277
H -2.640 4.738 -1.900
H -0.996 3.678 -0.351
O 1.747 0.502 -0.338
C 2.745 1.057 0.537
C 1.732 1.534 1.618
O 1.450 0.767 2.570
O 0.914 2.421 1.253
C 3.462 2.228 -0.117
C 2.770 3.020 -1.031
C 3.389 4.108 -1.626
C 4.701 4.427 -1.307
C 5.393 3.643 -0.398
C 4.779 2.547 0.191
C 3.673 -0.027 1.045
C 4.287 0.084 2.288
C 5.176 -0.886 2.723
C 5.458 -1.986 1.923
C 4.841 -2.109 0.690
C 3.953 -1.134 0.255
H 2.081 0.330 -1.227
H 1.740 2.790 -1.264
H 2.838 4.712 -2.334
H 5.179 5.280 -1.770
H 6.420 3.874 -0.146
H 5.341 1.936 0.885
H 4.063 0.923 2.934
H 5.646 -0.786 3.693
H 6.153 -2.741 2.268
H 5.039 -2.969 0.062
H 3.469 -1.272 -0.704
O -4.706 2.386 3.369
S -4.079 2.031 2.129
O -3.795 3.055 1.164
N -2.714 1.144 2.437
C -2.986 -0.178 2.312
O -2.080 -1.009 2.521
C -4.305 -0.474 1.677
C -4.812 -1.693 1.262
C -6.026 -1.690 0.589
C -6.708 -0.501 0.343
C -6.200 0.723 0.766
C -4.987 0.693 1.424
H -4.263 -2.608 1.439
H -6.448 -2.623 0.241
H -7.649 -0.533 -0.190
H -6.718 1.652 0.575
*
```

Mulliken population analysis, charges in e, atoms 1 to 8:
1 Pr 0.253
2 C -0.964
3 C -0.251
4 N 0.400
5 C 0.437
6 C 1.304
7 C -0.603
8 C -1.145